{"formula": "C24H68N4O8", "method": "ωB97M-V with the def2-TZVPD basis set", "symbols": ["C", "O", "C", "C", "C", "N", "H", "H", "H", "H", "H", "H", "H", "H", "H", "H", "H", "C", "O", "C", "C", "C", "N", "H", "H", "H", "H", "H", "H", "H", "H", "H", "H", "H", "C", "O", "C", "C", "C", "N", "H", "H", "H", "H", "H", "H", "H", "H", "H", "H", "H", "C", "O", "C", "C", "C", "N", "H", "H", "H", "H", "H", "H", "H", "H", "H", "H", "H", "C", "C", "O", "H", "H", "H", "H", "H", "H", "C", "C", "O", "H", "H", "H", "H", "H", "H", "C", "C", "O", "H", "H", "H", "H", "H", "H", "C", "C", "O", "H", "H", "H", "H", "H", "H"], "xyz": [[2.507, 2.760, -0.978], [1.295, 2.615, -1.704], [0.867, 1.286, -1.941], [-0.345, 0.950, -1.099], [0.118, 0.749, 0.356], [-0.990, -0.318, -1.512], [3.368, 2.864, -1.648], [2.694, 1.861, -0.385], [2.391, 3.632, -0.342], [0.551, 1.281, -2.992], [1.673, 0.570, -1.772], [-1.059, 1.778, -1.044], [0.661, 1.646, 0.676], [0.797, -0.102, 0.410], [-0.689, 0.679, 1.088], [-1.067, -0.283, -2.525], [-1.920, -0.247, -1.110], [-1.046, -5.517, -7.741], [0.106, -5.014, -7.115], [-0.145, -4.403, -5.866], [-0.788, -3.023, -5.996], [0.023, -2.064, -6.822], [-0.926, -2.517, -4.615], [-0.746, -6.179, -8.545], [-1.655, -4.689, -8.125], [-1.677, -6.049, -7.016], [-0.824, -5.061, -5.305], [0.789, -4.301, -5.319], [-1.788, -3.112, -6.443], [-0.429, -1.066, -6.806], [0.161, -2.363, -7.860], [1.031, -1.865, -6.441], [-1.266, -1.560, -4.632], [-1.590, -3.043, -4.058], [4.737, 0.802, 2.009], [3.826, 1.753, 2.504], [3.617, 1.625, 3.896], [2.479, 2.569, 4.276], [2.287, 2.634, 5.777], [1.207, 2.320, 3.603], [4.331, -0.212, 2.100], [5.708, 0.874, 2.508], [4.884, 0.992, 0.945], [3.328, 0.608, 4.195], [4.526, 1.927, 4.432], [2.771, 3.571, 3.937], [3.167, 3.002, 6.301], [2.063, 1.630, 6.164], [1.413, 3.226, 6.047], [1.378, 2.108, 2.624], [0.805, 1.452, 3.960], [1.561, -1.542, 3.249], [0.513, -0.875, 3.925], [-0.371, -1.759, 4.579], [-1.337, -0.936, 5.400], [-0.667, 0.012, 6.371], [-2.231, -1.848, 6.170], [1.148, -2.238, 2.514], [2.237, -1.988, 3.984], [2.131, -0.791, 2.700], [-0.978, -2.247, 3.796], [0.153, -2.560, 5.115], [-2.004, -0.415, 4.703], [-1.306, 0.319, 7.202], [-0.404, 0.967, 5.904], [0.266, -0.380, 6.780], [-2.865, -2.311, 5.515], [-2.907, -1.286, 6.683], [-1.541, -4.577, 1.555], [-2.240, -4.186, 0.264], [-1.334, -3.988, -0.815], [-2.287, -4.764, 2.331], [-0.932, -3.720, 1.829], [-1.063, -5.533, 1.354], [-2.845, -3.273, 0.367], [-2.978, -4.899, -0.116], [-1.097, -3.057, -0.897], [-4.634, 0.636, 1.614], [-4.896, 0.310, 0.126], [-4.455, -1.013, -0.152], [-4.873, 1.661, 1.890], [-3.592, 0.380, 1.808], [-5.260, -0.019, 2.228], [-4.297, 1.002, -0.460], [-5.974, 0.366, -0.037], [-4.865, -1.659, 0.429], [-2.187, 1.220, -6.132], [-3.109, 1.741, -5.026], [-2.988, 0.932, -3.868], [-2.540, 1.619, -7.092], [-2.246, 0.131, -6.202], [-1.127, 1.473, -6.091], [-4.120, 1.807, -5.434], [-2.783, 2.754, -4.785], [-3.571, 0.171, -3.923], [4.322, 5.029, 1.227], [4.136, 6.459, 0.724], [3.814, 7.347, 1.791], [4.737, 4.379, 0.456], [3.367, 4.653, 1.590], [5.043, 5.025, 2.049], [3.277, 6.534, 0.063], [5.070, 6.780, 0.251], [4.520, 7.381, 2.441]], "forces_ev_per_a": [[-0.29, -0.51, -0.29], [0.24, 0.06, 0.24], [-0.65, 0.60, -0.79], [0.15, -0.87, 1.95], [0.29, 0.87, 0.05], [0.39, 0.75, -0.15], [-0.08, 0.24, -0.07], [0.01, 0.18, 0.32], [0.22, 0.01, 0.09], [0.23, -0.35, -0.05], [-0.01, -0.14, -0.10], [0.15, 0.19, -0.66], [0.07, -0.10, -0.10], [-0.14, -0.14, 0.14], [-0.14, -0.42, -0.22], [-0.43, -0.17, 0.08], [-0.18, -0.47, -0.35], [-0.37, 0.51, 0.39], [0.59, -0.14, 0.04], [-0.57, -0.02, -0.42], [-0.39, -0.21, 0.81], [0.65, 0.97, -0.12], [0.16, 0.46, -0.16], [0.03, -0.03, -0.07], [-0.02, -0.15, -0.26], [0.08, -0.20, -0.09], [0.10, 0.09, 0.24], [0.12, -0.06, -0.11], [0.13, -0.16, -0.23], [-0.23, -0.17, -0.19], [-0.28, -0.19, 0.01], [-0.08, -0.47, 0.29], [0.07, -0.03, 0.00], [0.06, -0.20, -0.11], [-0.08, -0.02, -0.31], [-0.04, -0.26, -0.01], [-0.51, 0.54, 0.18], [0.10, 0.96, -0.29], [-0.36, -0.74, 0.29], [-0.07, -0.82, 0.10], [0.15, -0.05, 0.17], [-0.01, -0.09, 0.09], [-0.02, 0.12, 0.04], [0.20, -0.12, -0.19], [0.06, -0.17, 0.06], [0.21, -0.06, 0.03], [0.02, 0.08, -0.05], [0.16, 0.02, -0.02], [0.14, 0.26, -0.16], [0.10, 0.24, 0.00], [-0.02, 0.08, 0.05], [-0.18, 0.56, 0.02], [0.30, 0.26, 0.15], [-0.53, -0.10, -1.04], [-1.09, -0.33, 0.80], [0.41, 0.97, -0.06], [-0.36, -0.22, -0.34], [0.21, -0.33, 0.17], [-0.05, -0.45, -0.20], [-0.11, 0.09, 0.01], [0.14, -0.26, 0.15], [0.02, 0.30, 0.38], [0.55, 0.49, -0.13], [-0.17, -0.38, 0.00], [0.05, -0.23, -0.23], [-0.12, -0.24, 0.05], [0.46, -0.26, -0.03], [0.42, 0.18, 0.25], [-1.20, -0.15, -0.77], [-0.81, 0.80, -0.78], [0.26, -0.10, -0.06], [0.03, 0.15, 0.09], [0.57, -0.42, 0.26], [0.71, 0.29, 0.31], [0.23, 0.04, 0.35], [0.27, -0.45, 0.38], [0.00, 0.03, 0.10], [-0.19, -0.67, -0.47], [-0.16, -0.27, 1.81], [0.53, 0.05, -0.66], [0.17, 0.09, -0.12], [0.04, 0.31, 0.23], [0.05, 0.04, 0.06], [-0.27, -0.14, -0.52], [0.10, 0.41, -0.51], [-0.18, 0.22, 0.14], [-0.40, -0.03, -0.84], [1.11, -0.16, -0.72], [-0.16, 0.25, 0.44], [0.07, -0.10, 0.04], [-0.15, 0.02, 0.01], [-0.07, 0.16, 0.56], [-0.15, -0.17, 0.34], [-0.19, -0.05, 0.36], [-0.06, 0.05, -0.14], [-0.02, 0.38, 0.02], [0.44, -0.23, 0.74], [-0.31, 0.20, 0.02], [-0.22, -0.04, -0.08], [0.10, -0.25, 0.05], [-0.07, -0.02, 0.05], [0.21, -0.01, -0.33], [-0.25, 0.13, -0.33], [0.13, -0.17, -0.10]], "mulliken_charge": [-0.4464, -0.4473, -0.9766, 0.8123, -1.0735, -0.2990, 0.3439, 0.1015, 0.1879, 0.4344, 0.3902, 0.2700, 0.0190, 0.2256, 0.3066, -0.0556, 0.0994, -0.6913, -0.3665, -0.8518, 0.7202, -1.1662, -0.5085, 0.2517, 0.2617, 0.3115, 0.3952, 0.3750, 0.1491, 0.1443, 0.3624, 0.3071, 0.0807, 0.2159, -0.9022, -0.0052, -0.6307, 0.8896, -1.6379, -0.5930, 0.2810, 0.3618, 0.2428, 0.2316, 0.3916, 0.0952, 0.4320, 0.2264, 0.4206, 0.2304, 0.0221, -0.3188, 0.0683, -0.6203, 0.8362, -1.2262, -0.8195, 0.1940, 0.3814, -0.3338, -0.0499, 0.3627, 0.0900, 0.4387, 0.2193, 0.2611, 0.2510, 0.2785, -0.4182, 0.0671, -0.5246, 0.3220, -0.2335, 0.3226, -0.1297, 0.3382, 0.2644, -1.0319, -0.2044, -0.4841, 0.3983, 0.1631, 0.3427, 0.2050, 0.3556, 0.2616, -0.7008, -0.4485, -0.3704, 0.4068, -0.0009, 0.2676, 0.3279, 0.2607, 0.2673, -0.7157, -0.3807, -0.5305, 0.2474, 0.0641, 0.5019, 0.2599, 0.2835, 0.2946], "smiles": "COC[C@H](C)N.COC[C@H](C)N.COC[C@H](C)N.COC[C@H](C)N.CCO.CCO.CCO.CCO", "orbital_gap_ev": 9.546, "homo_energy_ev": -9.09, "e_lumo_ev": 0.457}

---

{"formula": "C4H3N", "method": "ωB97M-V with the def2-TZVPD basis set", "symbols": ["C", "C", "C", "C", "N", "H", "H", "H"], "xyz": [[1.039, 0.998, -1.073], [1.302, 0.001, -0.249], [-0.962, -0.501, 0.576], [-1.498, 0.492, -0.106], [0.376, -0.505, 0.588], [-1.110, 1.035, -0.964], [2.297, -0.393, -0.078], [-1.444, -1.126, 1.307]], "forces_ev_per_a": [[-0.19, 0.18, -0.36], [0.11, 0.53, 0.14], [0.97, 0.99, 0.78], [-1.40, 0.46, -1.68], [0.50, -2.67, 1.22], [-0.10, 0.45, 0.14], [0.30, 0.19, -0.32], [-0.18, -0.13, 0.08]], "mulliken_charge": [-0.3626, 0.1295, -0.0141, -0.4844, -0.3964, 0.4049, 0.3696, 0.3535], "orbital_gap_ev": [7.984, 8.219], "s_squared": 2.0752, "multiplicity": 3, "homo_energy_ev": [-8.91, -9.91], "e_lumo_ev": [-0.928, -1.686]}

---

{"formula": "C6H10", "method": "ωB97M-V with the def2-TZVPD basis set", "symbols": ["C", "C", "C", "C", "C", "C", "H", "H", "H", "H", "H", "H", "H", "H", "H", "H"], "xyz": [[-1.410, 0.522, 0.480], [-0.503, 0.934, -0.638], [0.973, 1.123, -0.286], [1.418, -0.199, 0.423], [0.366, -1.210, 0.004], [-0.819, -0.536, -0.433], [-1.042, 0.569, 1.503], [-2.478, 0.703, 0.375], [-0.919, 1.469, -1.485], [1.546, 1.266, -1.210], [1.151, 2.006, 0.344], [1.423, -0.077, 1.511], [2.439, -0.495, 0.139], [-1.197, -2.495, 0.252], [0.575, -2.236, -0.229], [-1.524, -1.345, -0.749]], "forces_ev_per_a": [[0.05, 0.13, 0.28], [-0.16, 0.04, -0.30], [0.00, -0.15, -0.03], [-0.17, -0.17, -0.03], [0.87, 0.25, 0.38], [-0.69, -0.88, 0.18], [-0.03, 0.07, -0.15], [0.25, -0.04, -0.06], [0.07, 0.05, 0.14], [-0.09, -0.08, 0.16], [-0.11, -0.22, -0.12], [0.01, 0.06, -0.03], [-0.31, 0.01, 0.08], [0.13, -0.44, 0.76], [0.25, 0.04, -0.36], [-0.06, 1.31, -0.90]], "mulliken_charge": [-0.6232, -0.2907, -0.6620, -0.6878, -0.5468, -0.0528, 0.1841, 0.2746, 0.3667, 0.3334, 0.2929, 0.2528, 0.3303, 0.0836, 0.4624, 0.2827], "orbital_gap_ev": [7.234, 9.220], "homo_energy_ev": [-7.26, -8.68], "e_lumo_ev": [-0.024, 0.535]}

---

{"formula": "C7H13BO2", "method": "ωB97M-V with the def2-TZVPD basis set", "symbols": ["B", "C", "C", "C", "C", "C", "C", "C", "O", "O", "H", "H", "H", "H", "H", "H", "H", "H", "H", "H", "H", "H", "H"], "xyz": [[-1.310, -0.908, 0.148], [0.862, 1.466, 0.180], [-0.399, 1.264, -0.073], [2.016, 0.509, 0.301], [1.726, -0.986, 0.431], [1.108, -1.635, -0.814], [-0.360, -1.457, -0.930], [-1.589, 2.074, -0.309], [-2.623, -0.675, -0.286], [-1.057, -1.064, 1.514], [1.175, 2.508, 0.332], [2.676, 0.673, -0.563], [2.590, 0.811, 1.185], [2.680, -1.479, 0.637], [1.060, -1.157, 1.273], [1.612, -1.267, -1.717], [1.300, -2.717, -0.773], [-0.744, -1.455, -1.943], [-1.314, 3.066, -0.679], [-2.163, 2.186, 0.612], [-2.230, 1.587, -1.042], [-3.239, -0.547, 0.435], [-1.778, -0.794, 2.081]], "forces_ev_per_a": [[-0.57, -0.61, 0.12], [0.43, 0.24, 0.05], [0.33, -1.21, -0.50], [0.03, -0.24, 0.06], [0.04, -0.01, -0.18], [0.11, -0.07, 0.23], [0.22, 1.73, 0.18], [-0.27, 0.17, -0.06], [0.04, 0.02, -0.07], [0.13, -0.11, 0.07], [-0.16, 0.02, -0.06], [0.01, 0.03, 0.10], [0.01, 0.02, -0.11], [-0.05, 0.03, 0.04], [0.20, -0.04, 0.09], [0.00, -0.11, 0.00], [0.08, -0.02, -0.08], [-0.13, -0.12, -0.09], [0.01, 0.02, 0.04], [-0.12, 0.04, 0.00], [-0.07, 0.11, -0.02], [-0.17, 0.04, 0.06], [-0.11, 0.08, 0.10]], "mulliken_charge": [0.6684, -0.4228, 0.5337, -0.5666, -0.8456, -0.3706, -0.6133, -1.3022, -0.6489, -0.6214, 0.3331, 0.3269, 0.3954, 0.4140, 0.2443, 0.3278, 0.3213, 0.3518, 0.4159, 0.2438, 0.3201, 0.2407, 0.2541], "orbital_gap_ev": [8.286, 7.743], "homo_energy_ev": [-8.11, -7.95], "e_lumo_ev": [0.171, -0.206]}

---

{"formula": "H4NPS2", "method": "ωB97M-V with the def2-TZVPD basis set", "symbols": ["N", "P", "S", "S", "H", "H", "H", "H"], "xyz": [[0.197, -1.075, 0.355], [-0.180, 0.473, 1.043], [1.303, 1.660, 0.043], [-1.988, 0.875, -0.036], [-0.524, -1.794, 0.232], [1.014, -1.555, 0.553], [1.754, 0.650, -0.750], [-1.576, 0.765, -1.440]], "forces_ev_per_a": [[-2.10, 0.40, -0.78], [-0.26, -0.65, -0.67], [0.26, -0.53, -0.13], [0.70, -0.20, -1.89], [-0.04, 1.00, 0.17], [2.14, -0.50, 0.80], [-0.30, 0.39, 0.19], [-0.41, 0.09, 2.31]], "mulliken_charge": [-0.5089, 0.3127, -0.2839, -0.3022, 0.2293, 0.2055, 0.1670, 0.1805], "smiles": "NP(S)S", "orbital_gap_ev": 9.400, "homo_energy_ev": -8.67, "e_lumo_ev": 0.727}

---

Energy above the lowest of the compared OMol25 structures with the same formula, charge and spin per entry: 36.6 49.8 124.0 38.6 3.6 kcal/mol
M per entry: 540.8 65.1 82.1 140.0 113.1 g mol⁻¹